Here is C21H12Cl4GeIN4O3STi as an isolated structure in a non-equilibrium geometry from the OMol25 dataset. Energies are from wB97M-V/def2-TZVPD.

Last column: Mulliken charge in e.
Cartesian coordinates (Å):
C -1.213 3.937 2.733  -0.229
C 3.275 -2.289 -0.315  -0.596
C 0.341 -2.897 -2.855  -0.298
C -1.321 -4.329 -1.851  0.664
O 0.916 -0.854 -1.779  -0.315
H -0.313 -4.779 -3.657  0.391
C -1.571 -1.519 1.226  -0.435
N -0.624 1.833 1.060  0.751
C -1.488 -3.417 -0.782  -0.265
H -3.173 3.843 1.840  0.411
Ge -1.201 2.663 -3.037  0.422
C -0.718 -2.242 -0.799  0.372
O 3.942 0.099 1.226  -0.625
C 2.208 -4.376 0.112  -0.534
Ti 0.276 0.475 -0.390  -0.420
N 1.759 -2.492 1.525  -0.578
Cl -3.206 2.707 -4.559  -0.631
H -1.442 4.780 3.375  0.377
N -0.798 -1.314 0.189  0.995
H 0.854 3.737 3.369  0.519
Cl 1.667 2.158 -1.292  -0.519
H 3.543 -4.028 -1.543  0.429
C -2.334 -3.605 0.335  -0.993
H -2.948 -4.495 0.383  0.392
O 2.476 1.989 2.752  -0.701
C -1.843 2.373 1.050  -0.598
C 3.065 -3.608 -0.666  -0.318
H 1.997 -5.409 -0.130  0.393
Cl -1.989 4.337 -1.383  -0.556
H 3.923 -1.636 -0.882  0.394
C 2.801 -0.305 1.133  -0.061
C 2.582 -1.765 0.773  1.009
C 0.235 -1.935 -1.852  0.733
I 1.738 -2.568 -4.357  0.001
C -2.182 3.418 1.893  -0.751
C -2.367 -2.678 1.339  -1.094
C 1.598 -3.774 1.200  -0.302
N 1.631 0.415 1.256  0.206
C 0.055 3.383 2.734  -0.651
Cl -2.247 -5.812 -1.880  -0.330
S -1.775 0.749 -1.788  -0.502
H -2.517 1.977 0.300  0.548
C -0.430 -4.065 -2.852  -0.486
C 1.634 1.585 1.973  0.013
H 0.921 -4.342 1.831  0.453
H -1.585 -0.751 1.990  0.449
H -3.002 -2.805 2.205  0.424
C 0.313 2.320 1.887  0.442

Results
total charge: -2
Kohn-Sham gap (spin up / spin down): 5.41 / 5.50 eV
energy above the lowest of the compared OMol25 structures with the same formula, charge and spin: 0.0 kcal/mol
2S+1: 2
E_tot: -6715.6702 a.u.

=====

Here is C21H12F6I2N7O4S2W as an isolated structure in a non-equilibrium geometry from the OMol25 dataset. Energies are from wB97M-V/def2-TZVPD.

Last column: Mulliken charge in e.
Cartesian coordinates (Å):
O 1.011 0.795 -1.492  -0.818
N 7.732 1.981 0.505  -0.393
O 2.223 0.930 -3.621  -0.600
C -0.403 1.567 -3.551  0.612
H -3.381 -1.881 1.934  0.605
C 0.051 -2.069 0.248  0.016
C 2.114 5.022 -0.712  0.454
F 2.261 5.882 -1.686  -0.160
N -0.791 0.785 0.806  1.153
S 1.296 1.532 -2.744  1.054
C 2.256 -2.016 0.021  -0.304
C 1.909 -3.340 0.157  -1.340
W 1.186 0.677 0.717  -0.615
O 1.034 2.787 0.029  -0.336
H 2.586 -4.177 0.139  0.486
C 4.246 1.334 0.243  0.745
I 1.308 -0.601 3.157  -0.018
H -1.182 2.856 1.163  0.472
C -2.925 0.262 0.182  -0.358
N 3.118 0.966 0.449  0.036
F 3.271 4.431 -0.427  -0.173
H -5.146 -3.607 1.854  0.475
F -0.569 2.705 -4.190  -0.200
H 3.234 -1.585 -0.113  0.487
C -1.585 1.908 0.849  -0.145
C -3.380 -2.622 1.146  -0.284
H -3.681 2.338 0.396  0.510
H -1.566 -3.578 -1.557  0.616
S 0.916 3.674 -1.164  1.041
N 1.642 3.021 -2.384  -0.606
N 1.152 -1.211 0.090  0.943
C -1.654 -0.266 0.402  -0.239
C -2.337 -3.597 -0.798  -0.361
N 5.338 1.766 -0.025  -0.415
H -3.776 -0.295 -0.173  0.667
C -4.337 -4.566 0.112  0.557
H -3.326 -5.307 -1.631  0.484
F -0.534 0.558 -4.386  -0.212
H -0.085 -4.257 0.487  0.687
C -1.276 -1.615 0.287  1.664
C -4.363 -3.591 1.109  -0.961
F 1.638 5.622 0.369  -0.184
F -1.311 1.458 -2.577  -0.134
C -3.328 -4.558 -0.851  -0.912
I 1.604 2.968 2.688  0.603
C -5.341 -5.586 0.095  -0.177
C -2.872 1.630 0.466  -1.541
H 3.309 1.841 4.522  0.409
C 0.520 -3.383 0.311  -0.436
H 2.035 2.916 5.415  0.348
C -2.347 -2.620 0.202  -0.654
C 6.610 1.863 0.272  0.420
O -0.380 4.212 -1.364  -0.653
C 2.418 2.448 4.523  -0.867
N -6.141 -6.410 0.099  -0.448

Results
total charge: +1
Kohn-Sham gap (spin up / spin down): 5.94 / 6.35 eV
energy above the lowest of the compared OMol25 structures with the same formula, charge and spin: 11.1 kcal/mol
2S+1: 3
E_tot: -3549.3938 a.u.

=====

Here is C21H12F6I2N7O4S2W as an isolated structure from the OMol25 dataset. Energies are from wB97M-V/def2-TZVPD.

Last column: Mulliken charge in e.
Cartesian coordinates (Å):
H -6.622 -0.051 -1.368  0.470
C -0.210 -2.594 -0.342  -0.453
F 2.165 2.056 -3.677  -0.176
H 0.763 -3.038 -0.470  0.484
N -0.131 1.462 0.191  1.356
N 5.922 -4.302 1.160  -0.402
H -3.046 3.021 0.427  0.676
C -4.591 0.053 -0.686  -0.270
F 4.714 -2.577 -1.714  -0.203
F 1.968 0.015 -4.384  -0.173
O 1.948 -0.991 -1.427  -0.684
C 1.745 0.843 -3.390  0.501
C -3.748 0.365 0.378  -0.982
I 0.095 -0.087 3.032  -0.060
H 1.335 2.881 3.265  0.387
C -5.962 0.175 -0.542  -0.901
C 2.988 -2.510 1.468  0.676
H -3.626 1.034 2.415  0.517
N 2.255 -1.583 1.256  0.438
C -2.275 0.253 0.237  1.890
H -4.173 -0.266 -1.632  0.569
O 4.773 -0.231 0.080  -0.472
N 3.671 -3.468 1.768  -0.540
H 2.921 2.895 4.314  0.340
F 0.454 0.864 -3.085  -0.167
H -6.080 1.228 2.681  0.475
C -6.494 0.597 0.673  0.580
C -5.656 0.905 1.741  -0.896
H -0.909 4.667 0.383  0.500
C 2.354 2.587 3.452  -0.870
H -1.618 -4.252 -0.604  0.467
C -1.719 -1.013 0.046  0.195
S 5.289 -0.085 -1.255  0.930
H -3.464 -2.346 -0.111  0.685
N -0.341 -1.264 -0.061  0.729
N 4.067 0.191 -2.317  -0.566
C 0.210 2.781 0.226  -0.543
S 2.633 0.239 -1.882  1.203
C -0.907 3.590 0.353  -1.488
C -1.442 -3.209 -0.403  -1.447
H 1.240 3.088 0.150  0.688
C -4.285 0.797 1.589  -0.161
I 3.333 1.490 2.045  0.587
C 4.879 -3.894 1.425  0.432
O 6.343 0.816 -1.540  -0.616
N -9.058 0.817 0.952  -0.463
C -1.525 1.423 0.297  0.090
W 1.189 -0.104 0.592  -0.719
O 2.267 1.204 -0.785  -0.581
F 6.752 -2.207 -1.065  -0.174
C -7.921 0.719 0.828  -0.173
F 6.156 -1.726 -3.092  -0.209
C -2.394 -2.222 -0.145  -0.484
C -2.006 2.739 0.385  -0.679
C 5.773 -1.774 -1.832  0.689

Results
total charge: +1
Kohn-Sham gap (spin up / spin down): 5.56 / 6.11 eV
energy above the lowest of the compared OMol25 structures with the same formula, charge and spin: 5.0 kcal/mol
2S+1: 3
E_tot: -3549.4036 a.u.

=====

Q: Which of these has the lowest total charge?
A: C21H12Cl4GeIN4O3STi